# 1
This record from the OMol25 dataset describes 12 unconnected molecules or ions with the total composition C48H44F8N4O32. The level of theory is ωB97M-V/def2-TZVPD.

Each line ends with the Löwdin charge.
CARTESIAN COORDINATES (ANGSTROEM)
O: 18.426 12.021 11.797  0.04
N: 18.336 11.055 12.589  -0.30
O: 17.287 10.787 13.153  0.07
C: 19.558 10.247 12.868  -0.16
C: 20.710 10.428 12.120  0.02
C: 21.902 9.698 12.445  -0.03
C: 21.872 8.835 13.531  -0.06
C: 20.643 8.556 14.170  -0.06
C: 19.542 9.240 13.795  -0.05
H: 20.640 11.115 11.290  0.12
H: 22.889 9.779 12.015  0.11
H: 22.768 8.340 13.875  0.11
H: 20.706 7.760 14.896  0.11
H: 18.571 9.116 14.252  0.11
O: 9.736 18.567 8.111  0.06
N: 9.666 18.811 9.339  -0.28
O: 8.946 19.756 9.788  0.03
C: 10.499 18.045 10.279  -0.11
C: 10.386 18.203 11.682  0.00
C: 11.194 17.445 12.514  -0.06
C: 12.085 16.492 12.048  -0.07
C: 12.249 16.304 10.688  -0.05
C: 11.500 17.126 9.870  0.01
H: 9.660 18.906 12.065  0.11
H: 11.078 17.445 13.588  0.09
H: 12.581 15.797 12.709  0.10
H: 12.973 15.625 10.264  0.10
H: 11.655 17.025 8.806  0.11
O: 12.554 20.335 13.538  0.06
N: 11.410 20.772 13.582  -0.32
O: 10.597 20.563 14.465  0.07
C: 10.868 21.505 12.364  -0.13
C: 11.706 21.749 11.223  0.02
C: 11.073 22.255 10.063  -0.06
C: 9.758 22.724 10.113  -0.08
C: 9.001 22.621 11.270  -0.06
C: 9.573 21.992 12.387  -0.02
H: 12.745 21.465 11.142  0.10
H: 11.624 22.360 9.140  0.11
H: 9.387 23.279 9.264  0.11
H: 8.020 23.022 11.479  0.11
H: 8.967 21.926 13.279  0.12
O: 17.148 14.608 16.135  0.04
N: 17.286 14.460 14.900  -0.29
O: 17.998 13.613 14.409  0.07
C: 16.586 15.408 13.962  -0.12
C: 16.567 15.169 12.599  0.01
C: 15.919 16.041 11.736  -0.05
C: 15.182 17.082 12.272  -0.06
C: 15.147 17.373 13.662  -0.06
C: 15.937 16.533 14.471  -0.02
H: 17.112 14.349 12.156  0.11
H: 15.940 15.771 10.690  0.10
H: 14.593 17.739 11.649  0.11
H: 14.470 18.114 14.062  0.10
H: 15.880 16.812 15.513  0.10
O: 19.134 22.218 13.380  0.12
C: 17.956 21.825 13.383  -0.65
O: 17.383 21.156 14.266  0.14
C: 16.097 20.820 13.862  -0.04
C: 15.811 21.775 12.707  -0.30
F: 15.021 22.847 12.908  0.11
O: 17.125 22.121 12.437  0.17
H: 16.105 19.786 13.517  0.11
H: 15.332 20.870 14.638  0.15
H: 15.485 21.107 11.910  0.17
O: 14.092 18.130 16.797  0.12
C: 12.898 17.980 17.083  -0.47
O: 11.882 17.898 16.161  0.03
C: 10.697 18.281 16.747  -0.10
C: 10.965 17.692 18.104  -0.28
F: 10.635 16.353 18.091  0.06
O: 12.328 17.988 18.298  0.16
H: 10.752 19.369 16.772  0.13
H: 9.755 17.951 16.308  0.16
H: 10.356 18.106 18.908  0.17
O: 14.545 13.521 10.718  0.15
C: 13.849 12.829 11.429  -0.52
O: 14.204 12.295 12.602  0.09
C: 13.183 11.315 12.924  -0.03
C: 12.023 11.907 12.219  -0.39
F: 11.608 12.867 13.019  0.12
O: 12.610 12.463 11.142  0.18
H: 13.547 10.355 12.558  0.15
H: 12.984 11.285 13.996  0.14
H: 11.222 11.175 12.111  0.19
O: 24.060 13.271 12.390  0.07
C: 23.076 13.406 13.186  -0.47
O: 21.767 13.368 12.843  0.06
C: 20.946 13.554 14.015  -0.05
C: 21.926 13.514 15.142  -0.44
F: 21.920 12.533 15.914  0.17
O: 23.173 13.539 14.517  0.15
H: 20.372 14.465 13.849  0.11
H: 20.189 12.770 14.050  0.11
H: 21.803 14.408 15.754  0.16
O: 21.944 16.409 14.288  0.12
C: 21.026 17.208 13.978  -0.50
O: 21.256 18.473 13.529  0.10
C: 19.995 19.126 13.414  -0.08
C: 19.036 18.041 13.234  -0.29
F: 18.998 17.677 11.953  0.11
O: 19.742 17.034 13.994  0.14
H: 19.879 19.672 14.351  0.15
H: 20.002 19.863 12.612  0.15
H: 18.002 18.208 13.537  0.15
O: 14.628 16.099 7.966  0.14
C: 15.080 14.981 8.026  -0.64
O: 14.418 14.016 7.511  0.11
C: 15.295 12.912 7.384  -0.04
C: 16.467 13.225 8.282  -0.32
F: 17.637 12.811 7.765  0.10
O: 16.346 14.628 8.282  0.14
H: 14.842 11.975 7.708  0.15
H: 15.579 12.985 6.334  0.15
H: 16.301 12.926 9.317  0.15
O: 17.999 7.928 18.326  0.10
C: 18.185 9.119 17.957  -0.56
O: 19.286 9.811 18.311  0.07
C: 19.081 11.216 18.161  -0.04
C: 18.082 11.151 17.046  -0.30
F: 18.629 11.101 15.854  0.10
O: 17.380 9.906 17.333  0.16
H: 18.600 11.712 19.003  0.14
H: 20.017 11.767 18.069  0.14
H: 17.306 11.914 16.986  0.16
O: 10.518 15.325 15.398  0.12
C: 11.498 14.657 15.743  -0.51
O: 11.406 13.657 16.611  0.09
C: 12.665 13.248 17.030  -0.06
C: 13.696 14.111 16.229  -0.31
F: 14.410 13.285 15.549  0.12
O: 12.816 14.918 15.373  0.10
H: 12.829 13.416 18.094  0.14
H: 12.879 12.206 16.792  0.14
H: 14.262 14.754 16.902  0.17

Computed properties:
LUMO energy = -1.1 eV
E = -143696.326 eV
highest occupied orbital energy = -9.9 eV


# 2
This record from the OMol25 dataset describes a single C3H4N4 molecule. The level of theory is ωB97M-V/def2-TZVPD.

Each line ends with the natural charge from an NBO analysis.
CARTESIAN COORDINATES (ANGSTROEM)
C: -1.030 0.797 0.007  -0.43
C: -0.933 -0.777 -0.043  -0.24
N: 0.487 -0.465 -0.355  -0.25
N: 1.730 -1.104 -0.099  -0.04
N: 2.475 -0.146 0.108  -0.02
N: 1.896 1.215 -0.104  -0.34
C: 0.590 0.819 -0.235  0.35
H: -1.600 1.513 -0.694  0.26
H: -1.192 1.214 1.157  0.25
H: -1.519 -1.491 -0.666  0.23
H: -0.904 -1.575 0.924  0.22

Computed properties:
LUMO energy = 0.6 eV
E = -9131.087 eV
energy above the lowest of the compared OMol25 structures with the same formula, charge and spin = 133.1 kcal per mole
highest occupied orbital energy = -10.2 eV